1.
Molecular formula: C60H145N3O27
Method: DFT, ωB97M-V/def2-TZVPD

CARTESIAN COORDINATES (ANGSTROEM)
C1 2.198 -0.450 0.948
O1 0.997 -0.132 1.592
C2 0.092 -1.197 1.851
C3 -1.165 -0.587 2.619
O2 -1.803 0.520 2.006
C4 -2.791 0.102 0.953
C5 -3.114 1.168 -0.071
O3 -1.927 1.386 -0.916
C6 -2.083 2.468 -1.859
H1 2.934 -0.675 1.720
H2 2.552 0.345 0.293
H3 2.156 -1.294 0.260
H4 0.536 -2.048 2.369
H5 -0.204 -1.515 0.852
H6 -0.722 -0.243 3.554
H7 -1.948 -1.321 2.813
H8 -3.751 -0.089 1.432
H9 -2.624 -0.886 0.525
H10 -3.516 2.061 0.409
H11 -3.975 0.762 -0.603
H12 -1.088 2.565 -2.294
H13 -2.337 3.462 -1.492
H14 -2.645 2.165 -2.743
C7 11.130 -7.410 -4.496
O4 9.939 -8.117 -4.685
C8 10.214 -9.540 -4.610
C9 8.967 -10.360 -4.835
O5 7.892 -9.811 -3.975
C10 6.699 -10.637 -3.904
C11 5.844 -9.998 -2.748
O6 5.045 -9.013 -3.156
C12 4.047 -8.553 -2.330
H15 11.951 -7.768 -5.118
H16 11.469 -7.655 -3.489
H17 10.841 -6.364 -4.596
H18 10.449 -9.705 -3.558
H19 10.981 -9.826 -5.329
H20 9.103 -11.441 -4.785
H21 8.553 -10.123 -5.815
H22 7.109 -11.590 -3.570
H23 6.205 -10.764 -4.867
H24 6.489 -9.572 -1.979
H25 5.367 -10.927 -2.437
H26 3.165 -8.557 -2.971
H27 4.386 -7.557 -2.046
H28 3.856 -9.193 -1.469
C13 20.620 -1.567 -3.460
O7 20.177 -2.869 -3.248
C14 18.823 -3.043 -2.736
C15 18.590 -2.716 -1.214
O8 17.285 -3.025 -0.802
C16 16.832 -2.572 0.541
C17 15.772 -3.558 1.132
O9 14.509 -3.233 0.414
C18 13.497 -4.081 0.941
H29 20.878 -0.994 -2.570
H30 19.959 -0.867 -3.970
H31 21.559 -1.580 -4.013
H32 18.558 -4.099 -2.801
H33 18.147 -2.656 -3.498
H34 18.940 -1.704 -1.012
H35 19.298 -3.322 -0.648
H36 16.400 -1.576 0.449
H37 17.685 -2.595 1.219
H38 15.653 -3.515 2.215
H39 16.122 -4.585 1.028
H40 12.660 -3.946 0.255
H41 13.164 -3.723 1.915
H42 13.870 -5.103 0.880
C19 11.597 5.779 -1.434
O10 11.222 5.246 -0.182
C20 12.059 4.215 0.431
C21 11.260 2.961 0.735
O11 10.514 3.129 1.928
C22 10.994 2.703 3.200
C23 11.734 3.798 3.938
O12 13.051 4.090 3.451
C24 13.505 5.454 3.961
H43 10.717 6.197 -1.923
H44 11.832 5.101 -2.254
H45 12.332 6.580 -1.360
H46 12.640 4.637 1.252
H47 12.783 4.085 -0.373
H48 12.009 2.213 0.994
H49 10.715 2.473 -0.072
H50 11.539 1.774 3.030
H51 10.201 2.318 3.842
H52 11.720 3.491 4.984
H53 11.174 4.722 3.794
H54 12.939 6.325 3.629
H55 14.550 5.379 3.661
H56 13.444 5.461 5.049
C25 4.566 9.755 1.202
O13 3.169 9.248 1.408
C26 2.895 8.046 0.560
C27 1.376 7.768 0.399
O14 0.959 7.991 1.747
C28 -0.242 7.375 2.171
C29 -0.425 7.916 3.628
O15 0.053 9.283 3.786
C30 -0.372 9.715 5.189
H57 4.918 10.471 1.944
H58 4.629 10.245 0.231
H59 5.274 8.927 1.252
H60 3.383 7.148 0.937
H61 3.315 8.091 -0.445
H62 1.211 6.737 0.087
H63 0.878 8.531 -0.199
H64 -0.233 6.286 2.182
H65 -1.003 7.737 1.480
H66 0.260 7.334 4.245
H67 -1.363 7.636 4.106
H68 0.130 9.143 5.969
H69 -1.446 9.671 5.366
H70 -0.077 10.740 5.416
C31 -9.784 -2.143 -3.361
O16 -9.484 -2.594 -2.040
C32 -10.623 -3.108 -1.277
C33 -11.468 -2.126 -0.526
O17 -11.920 -0.982 -1.315
C34 -12.640 -0.032 -0.496
C35 -13.047 1.233 -1.164
O18 -12.074 2.002 -1.812
C36 -11.017 2.475 -0.955
H71 -10.411 -1.267 -3.197
H72 -10.285 -2.963 -3.876
H73 -8.878 -2.053 -3.960
H74 -10.185 -3.792 -0.550
H75 -11.225 -3.806 -1.859
H76 -10.761 -1.770 0.223
H77 -12.256 -2.608 0.052
H78 -11.948 0.248 0.298
H79 -13.533 -0.495 -0.075
H80 -13.523 1.931 -0.475
H81 -13.880 1.069 -1.849
H82 -11.512 3.084 -0.198
H83 -10.279 3.118 -1.433
H84 -10.460 1.688 -0.446
C37 -1.486 -5.518 10.264
O19 -1.050 -6.446 9.258
C38 -1.740 -6.502 8.045
C39 -1.708 -7.867 7.435
O20 -2.570 -7.739 6.250
C40 -2.796 -9.004 5.653
C41 -3.485 -8.944 4.335
O21 -3.198 -10.080 3.481
C42 -3.605 -9.848 2.120
H85 -1.254 -4.495 9.968
H86 -0.849 -5.861 11.079
H87 -2.557 -5.687 10.374
H88 -1.391 -5.667 7.439
H89 -2.772 -6.376 8.372
H90 -2.109 -8.585 8.150
H91 -0.678 -8.066 7.137
H92 -3.438 -9.531 6.358
H93 -1.846 -9.519 5.509
H94 -3.191 -8.016 3.845
H95 -4.558 -9.010 4.513
H96 -3.639 -10.789 1.570
H97 -2.972 -9.109 1.629
H98 -4.613 -9.485 1.917
C43 -11.236 4.010 -7.028
O22 -11.124 4.806 -8.305
C44 -12.373 4.835 -8.943
C45 -13.454 5.520 -8.104
O23 -14.398 6.071 -8.935
C46 -15.393 7.017 -8.319
C47 -15.654 6.807 -6.845
O24 -16.111 5.460 -6.575
C48 -17.286 4.990 -7.273
H99 -11.509 4.764 -6.289
H100 -10.257 3.695 -6.669
H101 -11.872 3.136 -7.163
H102 -12.812 3.869 -9.194
H103 -12.333 5.331 -9.913
H104 -12.994 6.303 -7.501
H105 -13.939 4.856 -7.388
H106 -16.308 6.999 -8.911
H107 -15.101 8.043 -8.544
H108 -16.257 7.585 -6.376
H109 -14.701 7.061 -6.381
H110 -17.475 4.040 -6.773
H111 -17.026 4.717 -8.296
H112 -18.170 5.628 -7.284
C49 4.568 -13.451 4.337
C50 6.062 -13.287 4.604
C51 6.563 -11.790 4.691
O25 5.959 -10.873 5.676
C52 6.296 -9.470 5.472
N1 6.357 -14.135 5.727
H113 4.277 -14.497 4.241
H114 4.419 -13.011 3.351
H115 3.962 -12.929 5.078
H116 6.536 -13.712 3.719
H117 6.448 -11.355 3.698
H118 7.635 -11.697 4.867
H119 5.896 -9.093 4.531
H120 7.378 -9.421 5.347
H121 6.001 -8.872 6.334
H122 5.855 -13.821 6.544
H123 6.031 -15.089 5.673
C53 -6.807 10.679 -7.786
C54 -7.250 12.115 -7.817
C55 -6.309 12.964 -8.772
O26 -6.640 14.386 -8.602
C56 -6.064 15.144 -9.587
N2 -8.644 12.257 -8.246
H124 -7.388 10.042 -7.120
H125 -5.749 10.645 -7.526
H126 -6.973 10.121 -8.708
H127 -7.261 12.545 -6.816
H128 -6.263 12.683 -9.824
H129 -5.301 12.848 -8.372
H130 -5.012 15.049 -9.857
H131 -6.095 16.226 -9.460
H132 -6.554 14.871 -10.522
H133 -8.882 11.760 -9.093
H134 -8.623 13.221 -8.547
C57 -9.874 3.354 6.585
C58 -10.741 2.357 7.376
C59 -12.159 2.674 7.455
O27 -12.925 1.698 8.096
C60 -14.370 1.784 7.954
N3 -10.395 1.127 6.666
H135 -8.870 3.020 6.326
H136 -9.663 4.154 7.295
H137 -10.309 3.710 5.651
H138 -10.357 2.336 8.396
H139 -12.394 2.749 6.393
H140 -12.232 3.675 7.880
H141 -14.638 1.658 6.905
H142 -14.811 2.674 8.402
H143 -14.851 0.997 8.534
H144 -10.803 0.361 7.183
H145 -9.407 1.027 6.853

## Properties
SMILES string ... COC[C@H](C)N.COC[C@H](C)N.COC[C@H](C)N.COCCOCCOC.COCCOCCOC.COCCOCCOC.COCCOCCOC.COCCOCCOC.COCCOCCOC.COCCOCCOC.COCCOCCOC
Highest occupied orbital energy ... -8.968 eV
Calculated total energy ... -124297.779 eV
Orbital gap ... 9.59 eV
Energy above the lowest of the compared OMol25 structures with the same formula, charge and spin ... 832.03 kJ/mol

2.
Molecular formula: C44H33F3IrN6OP2S
Method: DFT, ωB97M-V/def2-TZVPD

CARTESIAN COORDINATES (ANGSTROEM)
Ir1 -0.075 -0.852 -0.524
S1 -5.147 -4.953 3.583
N1 -3.983 -3.969 4.088
C1 -3.414 -3.487 2.998
C2 -2.296 -2.561 2.971
C3 -1.685 -2.053 4.119
C4 -0.600 -1.215 3.984
C5 -0.153 -0.897 2.709
N2 -0.744 -1.346 1.604
C6 -1.809 -2.171 1.725
C7 -2.434 -2.627 0.496
N3 -1.940 -2.127 -0.653
C8 -2.474 -2.508 -1.809
C9 -3.525 -3.415 -1.882
C10 -4.042 -3.931 -0.715
C11 -3.496 -3.526 0.507
C12 -3.987 -3.971 1.798
N4 -4.983 -4.817 1.992
H1 -2.075 -2.332 5.092
H2 -0.089 -0.808 4.848
H3 0.719 -0.275 2.580
H4 -2.051 -2.082 -2.709
H5 -3.922 -3.697 -2.848
H6 -4.861 -4.641 -0.719
C13 3.374 1.931 0.661
N5 2.232 1.004 0.485
P1 2.280 -0.405 -0.402
C14 3.597 -0.420 -1.594
C15 3.535 0.295 -2.797
C16 4.612 0.270 -3.664
C17 5.747 -0.468 -3.339
C18 5.810 -1.178 -2.147
C19 4.736 -1.168 -1.273
C20 2.467 -1.895 0.557
C21 2.037 -3.078 -0.272
C22 1.787 -4.327 0.509
C23 2.025 -4.369 1.843
C24 2.505 -3.239 2.556
C25 2.695 -2.010 1.893
P2 0.594 1.478 0.452
C26 0.468 2.885 -0.664
C27 0.186 4.169 -0.190
C28 0.171 5.239 -1.077
C29 0.425 5.033 -2.426
C30 0.694 3.754 -2.903
C31 0.702 2.686 -2.025
C32 0.120 2.076 2.064
C33 1.028 2.301 3.096
C34 0.571 2.811 4.305
C35 -0.780 3.078 4.486
C36 -1.690 2.835 3.463
C37 -1.243 2.330 2.252
H7 3.974 1.651 1.525
H8 2.997 2.943 0.799
H9 4.005 1.925 -0.227
H10 2.662 0.871 -3.057
H11 4.571 0.823 -4.593
H12 6.585 -0.494 -4.025
H13 6.701 -1.740 -1.895
H14 4.792 -1.722 -0.344
H15 2.772 -3.298 -1.067
H16 1.472 -5.209 -0.038
H17 1.877 -5.302 2.373
H18 2.712 -3.319 3.614
H19 3.017 -1.140 2.458
H20 -0.001 4.343 0.861
H21 -0.031 6.236 -0.707
H22 0.410 5.872 -3.111
H23 0.887 3.598 -3.958
H24 0.880 1.686 -2.391
H25 2.084 2.089 2.972
H26 1.277 3.006 5.103
H27 -1.126 3.481 5.430
H28 -2.742 3.045 3.608
H29 -1.948 2.152 1.446
F1 -3.713 3.578 -4.830
C38 -4.075 3.299 -3.582
F2 -3.994 4.415 -2.850
F3 -5.341 2.884 -3.578
C39 -3.177 2.239 -2.973
C40 -3.426 1.810 -1.674
C41 -2.575 0.882 -1.118
N6 -1.520 0.388 -1.788
C42 -1.308 0.777 -3.046
C43 -2.119 1.702 -3.678
H30 -4.272 2.187 -1.113
H31 -2.734 0.516 -0.111
H32 -0.474 0.323 -3.569
H33 -1.917 2.001 -4.698
O1 0.384 -3.198 -2.097
C44 0.818 -2.658 -1.154

## Properties
Expectation value of S² ... 6.0436
Charge ... +3
Highest occupied orbital energy (spin up / spin down) ... -15.390 / -16.258 eV
Calculated total energy ... -97531.382 eV
Orbital gap (spin up / spin down) ... 7.08 / 5.29 eV
Multiplicity ... 5

3.
Molecular formula: C2H4N4
Method: DFT, ωB97M-V/def2-TZVPD

CARTESIAN COORDINATES (ANGSTROEM)
N1 1.409 0.526 0.411
C1 0.155 0.157 0.080
C2 -0.925 -0.251 0.814
N2 -1.777 -0.774 -0.057
N3 -1.295 -0.714 -1.263
N4 -0.162 -0.038 -1.210
H1 2.017 -0.204 -0.149
H2 1.622 0.449 1.398
H3 -1.143 -0.221 1.865
H4 0.394 0.108 -2.031

## Properties
SMILES string ... Nc1cnn[nH]1
Highest occupied orbital energy ... -8.677 eV
Calculated total energy ... -8097.677 eV
Orbital gap ... 9.29 eV
Energy above the lowest of the compared OMol25 structures with the same formula, charge and spin ... 157.92 kJ/mol